No. 1
DFT (the ωB97M-V functional and the def2-TZVPD basis) results for a molecular structure, C13H42F3O13V in a non-equilibrium geometry.

LUMO energy: -0.46 eV
HOMO: -9.1 eV
total charge: 0
ΔE to the lowest compared entry with this formula, charge and spin: 0.399 eV

Geometry as XYZ:
```
72
Properties=species:S:1:pos:R:3:forces:R:3
O 0.8631 -0.6067 -1.2355 -1.177 2.162 0.650
V 0.3811 0.8166 -0.6263 -0.958 -1.405 0.187
O -1.1998 0.9854 -0.8532 2.020 -0.764 0.119
C 0.4213 0.3918 2.7915 -0.706 1.247 -1.452
O 0.3297 1.8375 2.8449 0.205 -0.491 0.786
O 0.4602 0.0365 1.4937 0.362 -0.028 -1.133
C 1.6433 -0.0422 3.6008 -0.112 -0.975 0.089
F 2.7569 0.6307 3.3239 0.026 0.243 0.019
F 1.3766 0.0946 4.9176 0.249 0.012 0.032
F 1.8986 -1.3497 3.3900 -0.050 0.358 0.109
C -0.0922 2.3862 4.0858 0.080 1.442 0.099
C -0.2920 3.8809 3.8818 -0.427 0.207 -0.174
H -0.5980 4.3644 4.8115 -0.040 -0.161 0.037
H 0.6019 4.4093 3.5483 0.135 -0.261 -0.033
H -1.0861 4.0558 3.1501 0.064 0.045 0.004
H 0.6614 2.2890 4.8702 -0.085 -0.479 -0.105
H -1.0508 1.9685 4.4011 0.123 -0.365 0.048
H -0.4843 0.0091 3.2787 0.065 -0.210 0.428
C 3.4344 -4.2190 -1.1334 -0.284 0.347 0.354
O 3.2045 -2.8536 -1.4245 0.324 0.285 -0.195
H 3.5127 -4.3846 -0.0537 -0.075 -0.062 -0.038
H 2.6110 -4.8221 -1.5306 0.188 -0.234 -0.002
H 4.3839 -4.5138 -1.5775 -0.087 -0.018 -0.178
H 2.5780 -2.4773 -0.7874 -0.085 -0.290 0.112
C -2.9956 -1.1606 -2.5583 0.709 -0.546 -0.255
O -2.2499 -0.4562 -3.5581 -0.197 0.141 -0.261
H -3.8418 -0.5932 -2.1832 0.120 0.082 0.074
H -3.3375 -2.0932 -3.0164 -0.167 0.095 0.039
H -2.2774 -1.4268 -1.7791 -0.385 0.155 0.329
H -2.5396 0.4569 -3.6022 -0.058 0.013 0.177
C 0.7852 -2.6641 -3.8861 0.193 -0.023 -0.247
O -0.0139 -1.8377 -4.7145 -0.277 -0.062 -0.241
H 0.2058 -3.3607 -3.2690 -0.081 0.347 0.218
H 1.3866 -3.3154 -4.5283 0.017 0.254 -0.097
H 1.4613 -2.0443 -3.2932 -0.055 -0.363 0.296
H -0.7668 -1.4611 -4.2291 0.237 -0.054 0.030
C -2.7289 -1.7630 2.3442 0.222 0.471 0.913
O -2.4510 -0.9468 1.2257 -0.035 -0.145 0.170
H -2.7766 -1.1637 3.2673 0.090 0.041 -0.038
H -3.7155 -2.2186 2.2909 0.092 -0.157 -0.545
H -1.9489 -2.5112 2.5111 -0.161 -0.245 -0.160
H -1.5772 -0.5527 1.3813 -0.016 -0.022 -0.394
C 3.6412 0.5078 0.1213 -0.028 -0.523 0.337
O 2.7049 1.3197 -0.6114 0.298 0.041 0.167
H 3.6864 0.8588 1.1504 0.081 -0.004 -0.067
H 3.3215 -0.5337 0.1076 -0.258 0.102 0.007
H 4.6337 0.5091 -0.3284 -0.057 0.308 -0.095
H 3.2233 1.8383 -1.2296 -0.374 0.116 -0.169
C 0.4990 4.2631 0.3745 -0.109 -0.518 -0.205
O 0.2805 2.8575 0.4408 0.254 -0.202 -0.062
H 1.1057 4.5875 1.2173 0.125 0.127 -0.091
H 1.0051 4.4636 -0.5688 0.140 0.187 0.091
H -0.4519 4.7986 0.3757 -0.016 -0.001 0.049
H 0.2724 2.5420 1.3743 -0.055 0.185 -0.004
C 0.7619 1.3987 -3.8165 -0.721 -0.096 0.109
O 0.7682 2.0374 -2.5121 0.318 -0.424 0.120
H 1.1051 0.3774 -3.6840 0.310 0.112 -0.138
H -0.2626 1.3331 -4.1887 0.027 0.058 0.112
H 1.3367 2.0004 -4.5168 0.298 -0.245 0.046
H 0.8677 2.9820 -2.6431 -0.208 0.070 0.328
C 0.3783 -3.4071 0.4407 -0.214 -0.144 -0.677
O 1.4709 -2.6250 0.8849 -0.199 0.109 0.074
H 0.1713 -4.2304 1.1301 -0.086 0.083 0.039
H -0.5229 -2.8153 0.2482 0.019 0.092 0.391
H 0.6024 -3.8313 -0.5444 0.243 -0.098 0.162
H 1.1026 -1.8192 1.2877 0.228 0.036 -0.232
C -4.5433 1.0799 -0.0679 -0.346 0.510 0.222
O -4.9458 1.4634 -1.3845 0.403 0.114 -0.109
H -5.2205 1.5522 0.6528 -0.157 -0.464 0.138
H -4.4865 -0.0024 0.0246 -0.073 0.005 0.240
H -3.5697 1.4935 0.1862 0.175 -0.098 -0.576
H -5.8692 1.2252 -1.4919 -0.021 -0.019 0.019
```
Positions in Å, forces in eV/Å.

Atom charges from the Löwdin analysis, given in e for atoms 1 to 6:
1 O -0.2789
2 V 0.9585
3 O -0.2850
4 C -0.3723
5 O -0.1209
6 O -0.1948

---

No. 2
DFT (the ωB97M-V functional and the def2-TZVPD basis) results for 8 unconnected molecules or ions with the total composition C13H42N2O8 in a non-equilibrium geometry.

LUMO energy: 0.46 eV
HOMO: -8.4 eV
total charge: 0
ΔE to the lowest compared entry with this formula, charge and spin: 2.522 eV

Geometry as XYZ:
```
65
Properties=species:S:1:pos:R:3:forces:R:3
N -1.9593 2.2827 3.3978 0.581 5.088 0.320
C -1.9393 0.9857 3.5538 -1.313 -2.034 8.333
N -1.9413 0.2527 2.4778 0.493 -3.358 -3.319
O -2.0843 0.4337 4.8208 0.769 2.370 -5.957
H -1.9913 2.9467 4.2358 0.125 -2.057 -1.610
H -1.8863 2.7757 2.4468 -0.126 -1.210 1.951
H -2.0623 -0.7513 2.6888 0.310 0.943 -0.182
H -1.3293 0.4187 1.6378 -0.701 0.150 1.599
C -3.4553 0.9497 -2.7242 2.020 0.306 -0.882
C -3.7073 -0.4673 -2.1972 0.940 1.032 -1.178
O -4.6423 -0.2893 -1.1622 0.025 -1.197 0.558
H -4.3383 1.4027 -3.0612 -1.706 0.314 -0.382
H -2.7953 1.0207 -3.6452 -0.398 -0.484 1.165
H -3.0623 1.6967 -2.0002 0.051 -0.901 -0.059
H -2.7363 -0.9583 -1.9072 -0.972 0.330 0.082
H -4.1593 -1.0723 -3.0032 0.272 0.147 0.154
H -4.9013 -1.1993 -0.9532 -0.295 0.451 0.461
C 3.3287 -0.7743 -0.8402 1.975 -1.155 0.626
C 4.0157 -1.6603 -1.8842 0.208 -0.710 0.565
O 3.5567 -3.0183 -1.7942 -0.262 -0.292 0.147
H 3.8977 0.1737 -0.7772 -0.573 -0.287 -0.082
H 3.4677 -1.3133 0.1338 -0.459 0.670 -0.733
H 2.2997 -0.6413 -1.0732 -0.821 0.226 0.021
H 5.0787 -1.6873 -1.6992 0.496 0.350 0.060
H 3.8587 -1.2863 -2.8782 -0.163 0.240 -0.691
H 4.2247 -3.6843 -2.0382 -0.231 0.902 0.091
C 1.8597 -2.7733 3.6968 -1.017 -0.724 -1.645
C 1.7057 -1.7543 2.5688 1.229 1.062 1.292
O 0.5667 -1.9373 1.7898 0.055 -2.230 0.225
H 2.7637 -2.6733 4.2638 0.334 0.476 0.423
H 1.9127 -3.7713 3.2348 -0.076 0.139 0.120
H 0.9547 -2.7453 4.2768 -0.162 -0.046 0.704
H 2.6777 -1.7663 2.0318 -0.587 0.073 -0.366
H 1.5967 -0.7423 3.0068 0.448 -0.356 0.120
H 0.3847 -1.0993 1.4038 -0.239 1.185 -0.762
C 0.5487 -1.5513 -4.1232 -0.390 -1.342 -1.633
C 0.8747 -2.7433 -3.3532 1.454 -2.462 1.443
O -0.1533 -3.7173 -3.5122 -0.086 -1.295 0.558
H -0.3253 -1.1413 -3.7532 -1.973 1.121 0.386
H 0.4677 -1.8153 -5.1972 -0.237 0.165 0.582
H 1.3257 -0.8843 -4.0372 1.809 1.848 0.230
H 1.0537 -2.6383 -2.2352 -0.107 0.511 -1.310
H 1.8117 -3.1613 -3.7812 -0.245 0.133 0.469
H 0.1037 -4.5353 -3.0062 -0.376 1.376 -0.786
C -0.4683 0.4547 -1.1652 0.903 -0.601 1.779
C 0.4317 1.2977 -0.2782 -1.479 -0.226 0.722
O 0.5377 0.6457 0.9818 -1.262 -0.655 -0.396
H -0.0423 -0.4993 -1.4192 0.115 -0.811 0.550
H -0.5583 0.8717 -2.0902 -0.418 1.717 -2.577
H -1.4673 0.3737 -0.7542 -0.050 -0.229 0.255
H -0.1013 2.2447 -0.1342 0.489 0.166 -0.068
H 1.4177 1.4267 -0.6312 0.998 0.360 -0.928
H 1.2647 0.9347 1.5238 0.803 0.195 0.231
C 1.7077 2.7617 2.6058 -0.391 1.700 0.853
O 2.4957 1.6017 2.5738 0.217 0.090 -1.492
H 0.7927 2.5447 3.0998 -1.281 -0.395 0.060
H 1.4857 3.2347 1.6318 0.460 -0.762 0.175
H 2.0737 3.5647 3.2488 0.790 -0.027 -0.166
H 2.9967 1.4957 3.3668 0.328 -0.054 0.775
C -2.9363 3.9757 0.2868 -2.193 0.664 0.131
O -2.1323 2.9907 0.8508 -0.029 -0.478 -0.329
H -2.4193 4.8827 0.1178 0.986 0.622 -0.414
H -3.8133 4.2877 0.8848 0.438 -0.347 0.546
H -3.4333 3.6167 -0.5952 0.231 -0.088 -0.930
H -2.7013 2.2087 0.8678 0.268 -0.307 0.115
```
Positions in Å, forces in eV/Å.

Atom charges from the natural (NBO) analysis, given in e for atoms 1 to 6:
1 N -0.8506
2 C 0.7412
3 N -0.8626
4 O -0.7646
5 H 0.4103
6 H 0.4207

---

No. 3
DFT (the ωB97M-V functional and the def2-TZVPD basis) results for a molecular structure, C13H44BCrO13S3 in a non-equilibrium geometry.

2S+1: 5
LUMO energy (spin up / spin down): -3.04 / -3.23 eV
<S²>: 6.0051
HOMO (spin up / spin down): -11.6 / -11.6 eV
total charge: +1

Geometry as XYZ:
```
75
Properties=species:S:1:pos:R:3:forces:R:3
Cr 0.4788 -0.2799 1.8286 -0.527 -0.025 -0.399
B -1.6522 -0.2553 0.9246 -0.942 0.161 0.376
H -0.7319 -0.3659 0.2231 0.827 -0.448 -1.361
H -2.6662 -0.1880 0.3291 -0.239 0.220 -0.761
H -1.7477 -1.1957 1.6433 0.197 -0.408 0.609
H -1.4459 0.7644 1.5042 -0.316 0.500 0.628
O 1.8164 -1.2829 -2.2867 -0.359 0.281 0.313
S 2.4662 -0.8883 -1.0849 1.271 -0.313 -0.618
O 1.7361 -0.6894 0.1481 -0.005 -0.198 0.233
O 3.5364 -1.9991 -0.7089 -0.607 0.601 0.268
C 4.1708 -2.7139 -1.8007 0.134 -0.771 -0.928
C 5.5777 -3.0680 -1.3803 -0.286 0.565 0.273
C 3.4991 0.5429 -1.3362 -0.033 -0.260 0.147
H 4.1353 -2.1600 -2.7423 0.133 0.460 0.298
H 3.5731 -3.5965 -2.0379 -0.030 -0.041 0.430
H 6.0479 -3.6894 -2.1376 0.007 -0.119 0.073
H 5.5476 -3.5612 -0.4099 0.131 -0.252 -0.123
H 6.1648 -2.1563 -1.2555 0.079 -0.053 -0.073
H 3.0228 1.2564 -2.0021 -0.248 -0.033 0.154
H 4.4447 0.2255 -1.7715 -0.066 -0.176 -0.032
H 3.6740 0.9417 -0.3401 0.049 0.203 -0.091
O -1.5902 -0.7779 -6.3290 -0.024 -0.070 0.173
S -1.5341 -0.2725 -4.9993 0.199 -0.344 0.430
O -2.5108 0.6534 -4.5144 0.154 0.135 -0.074
O -1.5427 -1.5506 -4.0270 0.389 0.120 -0.678
C -1.6474 -1.3330 -2.6277 -0.496 0.207 1.487
C -2.0151 -2.6226 -1.9195 -1.179 0.345 0.010
C 0.0992 0.3620 -4.6932 -0.251 -0.377 -0.069
H -2.4195 -0.5878 -2.4170 -0.129 -0.123 -0.245
H -0.7578 -0.9214 -2.1379 0.390 -0.079 -0.704
H -3.0105 -2.9376 -2.2454 0.248 -0.297 -0.434
H -2.2344 -2.3751 -0.8771 0.608 -0.061 0.133
H -1.3066 -3.4406 -2.0150 0.111 0.085 -0.019
H 0.8128 -0.4381 -4.8757 -0.080 -0.058 -0.088
H 0.1438 0.6469 -3.6454 0.061 0.332 -0.085
H 0.2620 1.1684 -5.4033 -0.016 0.190 0.208
O 0.5226 1.7633 -1.3421 0.323 -0.117 0.174
S 0.6347 2.5008 -0.1320 -0.232 1.108 0.045
O 0.6541 1.8053 1.1445 0.540 -0.353 0.492
O 1.9697 3.3473 -0.2276 -0.511 -0.729 -0.161
C 2.3754 4.1502 0.9015 1.473 0.643 0.241
C 3.8862 4.3541 0.7651 -0.447 -0.134 -0.913
C -0.6590 3.7043 -0.0539 0.033 -0.494 -0.094
H 2.2270 3.6246 1.8424 -0.670 0.083 -0.068
H 1.8864 5.1192 0.8179 -0.335 -0.149 0.307
H 4.2774 5.1070 1.4435 -0.105 -0.196 0.311
H 4.0979 4.7185 -0.2430 0.039 -0.043 0.027
H 4.3741 3.3868 0.8779 0.245 0.154 0.198
H -0.6740 4.2158 -1.0130 -0.097 -0.046 -0.033
H -0.5463 4.4101 0.7641 0.200 -0.138 0.108
H -1.5491 3.0895 0.0988 -0.134 0.183 -0.093
C -4.4713 1.0564 2.8785 -0.281 -0.217 0.251
O -4.4963 1.4302 1.5179 0.153 0.290 -0.118
H -3.5711 0.5145 3.1878 0.181 0.150 -0.238
H -4.5673 1.9638 3.4776 0.028 -0.020 0.036
H -5.2983 0.3842 3.1211 -0.072 0.087 -0.070
H -3.8779 0.8988 1.0048 -0.035 -0.060 0.213
C -0.8322 1.2409 4.3044 -0.161 0.396 -0.412
O -0.3975 -0.0349 3.7774 0.756 0.277 0.234
H -1.3810 1.0775 5.2261 -0.037 0.091 0.002
H 0.0153 1.9012 4.4820 0.219 -0.351 0.120
H -1.4517 1.7261 3.5496 -0.229 -0.134 0.141
H -0.8965 -0.7268 4.2205 -0.099 -0.132 -0.304
C -5.2122 -1.6623 0.2634 -0.196 -0.506 0.544
O -4.4344 -1.7604 1.4564 -0.043 0.277 -0.105
H -5.3265 -0.6411 -0.1051 0.252 0.013 -0.060
H -4.8048 -2.3429 -0.4874 -0.089 0.221 -0.268
H -6.2109 -2.0097 0.5294 0.017 -0.038 -0.093
H -3.6034 -1.2905 1.3018 -0.158 -0.287 0.046
C 0.7785 -3.1040 3.3791 0.565 -0.666 0.089
O 0.5321 -2.3693 2.1613 0.422 0.199 0.320
H 1.8018 -3.4865 3.3657 0.016 0.198 0.079
H 0.6719 -2.4676 4.2512 -0.174 0.148 -0.130
H 0.1351 -3.9803 3.4425 -0.310 0.257 -0.034
H 1.0247 -2.8284 1.4703 -0.206 0.139 -0.249
```
Positions in Å, forces in eV/Å.

Atom charges from the Löwdin analysis, given in e for atoms 1 to 6:
1 Cr 0.8548
2 B -0.4039
3 H -0.0218
4 H 0.0191
5 H 0.0246
6 H -0.0072

---

> Which value of total charge does entry 3 give?

+1